[1]
12
Properties=species:S:1:pos:R:3:forces:R:3:lowdin_charge:R:1 method="wB97M-V/def2-TZVPD" gap_ev=8.7 homo_ev=-9.84 energy_ev=-8335.412 e_lumo_ev=-1.16
O 0.8647 -0.9599 -2.5410 -0.2528 0.2423 -0.0612 0.03
C 0.3198 -0.0859 -1.9056 0.9419 -0.6993 0.0468 -0.26
C -0.0837 -0.3827 -0.4598 -3.4394 -0.3249 -1.4836 -0.23
C 0.2330 0.6024 0.6489 -3.1542 1.9199 -1.2987 -0.12
C -0.0511 -0.1398 1.9100 0.6861 -0.8218 0.0484 -0.31
O -0.9223 -0.9906 1.8910 0.9041 1.0315 1.2702 0.02
H 0.1705 0.8909 -2.4473 -0.3165 -0.2978 0.9601 0.13
H -1.2857 -0.5218 -0.5247 2.4999 0.7836 0.1487 0.17
H 0.0580 -1.4568 -0.2130 1.0540 0.7846 -0.1973 0.12
H -1.1886 1.8201 0.3716 2.9464 -2.1429 0.9096 0.23
H 1.0880 1.2817 0.5706 -0.2652 -0.4366 0.1327 0.08
H 0.7975 -0.0574 2.6992 -1.6042 -0.0387 -0.4757 0.14



[2]
92
Properties=species:S:1:pos:R:3:forces:R:3:lowdin_charge:R:1 method="wB97M-V/def2-TZVPD" gap_ev=7.2 total_charge=+1 homo_ev=-9.56 energy_ev=-149833.057 e_lumo_ev=-2.40
Sn -0.5660 -0.2423 -1.4918 -0.1189 -0.1658 -0.1035 1.22
C -2.3339 -3.1372 0.2092 0.0551 0.2011 0.0065 -0.08
C -2.4667 -3.1325 -1.2733 -0.1227 -0.1435 -0.1079 -0.62
N -1.9312 -2.2480 -2.0737 0.1553 0.1941 0.0141 -0.03
C -2.2877 -2.4556 -3.3947 0.0120 -0.0574 0.1559 -0.32
C -3.0983 -3.5253 -3.5882 -0.0466 -0.1253 -0.0364 -0.32
S -3.4271 -4.2892 -2.0981 0.1019 0.1065 0.0914 1.13
C -1.8052 -1.5300 -4.4152 0.0413 -0.0046 -0.1136 -0.34
C -1.8581 -1.7052 -5.7598 0.0395 -0.0451 -0.0707 -0.32
S -1.2160 -0.3320 -6.5467 0.0093 0.0517 0.1636 1.12
C -0.8999 0.4074 -5.0240 0.0157 -0.0132 -0.2512 -0.62
N -1.2473 -0.3376 -4.0118 -0.1691 0.0048 0.1548 -0.04
C -0.3185 1.7741 -4.9225 -0.1404 0.1112 0.0228 -0.05
H -1.3017 -2.9316 0.4916 -0.0040 -0.0766 0.0021 0.06
H -2.6518 -4.0910 0.6258 -0.0310 0.0315 0.0298 0.08
H -2.9485 -2.3316 0.6217 -0.0558 -0.0904 0.0304 0.07
H -3.5180 -3.8965 -4.5105 0.0315 0.0870 0.0523 0.09
H -2.2029 -2.5675 -6.3100 -0.0214 0.0916 0.0393 0.09
H 0.2717 2.0201 -5.8047 0.0504 -0.0350 0.0636 0.09
H 0.2970 1.8467 -4.0276 0.0291 -0.0187 -0.0901 0.04
H -1.1154 2.5197 -4.8476 -0.0551 -0.0363 0.0183 0.07
C 2.0897 -2.4293 2.0732 -0.1468 0.2312 0.0274 -0.18
S 1.9990 -1.7385 0.4149 0.2308 -0.5454 -0.1188 0.94
O 0.5497 -1.8945 -0.0038 -0.1830 0.0399 0.1410 -0.72
C 2.8351 -3.0975 -0.4077 0.1165 0.1820 -0.0476 -0.39
C 2.1045 -4.0496 -1.0965 -0.0809 0.0170 -0.0051 -0.07
C 2.7782 -5.0906 -1.7220 0.0532 -0.0047 0.0075 -0.06
C 4.1637 -5.1616 -1.6594 -0.0203 -0.0288 -0.0156 -0.07
C 4.8875 -4.1835 -0.9882 0.0396 0.0134 0.0396 -0.07
C 4.2235 -3.1400 -0.3618 -0.0589 0.0579 0.0172 -0.09
H 1.6376 -3.4196 2.0712 0.0249 -0.0025 -0.0612 0.08
H 1.5407 -1.7587 2.7338 0.0356 -0.0123 -0.0160 0.05
H 3.1398 -2.4750 2.3637 -0.0465 -0.0087 -0.0221 0.07
H 1.0257 -3.9635 -1.1443 0.0296 -0.0263 0.0209 0.10
H 2.2197 -5.8472 -2.2587 0.0188 0.0225 0.0176 0.11
H 4.6846 -5.9808 -2.1391 -0.0220 0.0438 -0.0030 0.11
H 5.9691 -4.2324 -0.9553 -0.0563 -0.0050 0.0045 0.11
H 4.7736 -2.3611 0.1583 0.0242 -0.0706 -0.0347 0.11
O 1.0406 0.7229 1.5664 -0.2993 -0.0820 0.3482 0.09
B 0.0478 0.8146 2.5518 0.3589 0.2642 -0.1241 -0.65
O 0.1316 2.0201 3.2241 -0.0472 0.0730 0.1253 0.16
C 1.2004 2.6864 2.6746 0.0720 -0.1166 -0.1260 -0.21
C 1.7114 3.9182 3.0103 -0.0804 0.0311 0.0709 0.02
C 2.8696 4.3147 2.3468 -0.0050 -0.0276 0.0155 -0.07
C 3.4801 3.4910 1.4069 0.0416 0.0772 0.0108 -0.07
C 2.9394 2.2550 1.0634 0.0163 -0.0880 -0.1942 0.00
C 1.7746 1.8922 1.6965 -0.0217 0.0379 0.1008 -0.18
H 1.2367 4.5355 3.7616 0.0353 -0.0195 -0.0116 0.13
H 3.3142 5.2719 2.5858 -0.0133 -0.0227 -0.0167 0.11
H 4.4021 3.8146 0.9409 -0.0489 -0.0050 -0.0306 0.11
H 3.4193 1.6054 0.3432 -0.0523 0.0034 -0.0508 0.11
C -2.9917 2.7532 2.4345 0.0265 0.1486 -0.0935 -0.34
S -1.8084 3.4929 1.2679 -0.0017 -0.1249 -0.0144 0.87
C -2.5761 3.2592 -0.2949 0.1225 0.0436 -0.0222 -1.00
C -2.8489 2.0836 -0.8986 0.0739 0.1558 0.0549 -1.13
S -2.6652 0.4991 -0.1763 -0.1290 -0.1891 -0.0591 0.48
S -3.4253 2.2142 -2.5510 0.1329 -0.0289 0.0449 0.88
C -3.1907 3.9267 -2.7511 -0.0111 0.0194 0.0038 -1.50
S -3.3492 4.7098 -4.1749 -0.0275 -0.0530 -0.0285 0.57
S -2.7954 4.7077 -1.2542 0.0140 -0.1274 0.0035 0.91
H -2.3994 2.2843 3.2190 -0.0743 0.0583 -0.0018 0.03
H -3.5813 1.9953 1.9290 -0.0144 -0.0295 0.0243 0.01
H -3.6277 3.5312 2.8480 -0.0437 -0.0473 0.0206 0.04
N 3.8921 2.0318 -2.6873 0.0979 0.0134 0.1112 0.13
C 3.0063 1.0058 -2.5601 -0.0638 0.0702 -0.0149 -0.18
N 1.8019 1.4037 -2.2558 0.2533 0.0968 -0.0389 0.02
C 1.8892 2.7898 -2.1685 0.1460 0.0023 -0.0177 -0.27
C 0.8952 3.7265 -1.8906 -0.0477 -0.0375 0.0068 -0.01
C 1.2515 5.0589 -1.8898 -0.0764 -0.0380 0.0039 -0.06
C 2.5750 5.4586 -2.1402 0.0072 0.0303 0.0013 -0.07
C 3.5727 4.5433 -2.4106 0.0888 0.0257 -0.0059 -0.02
C 3.2000 3.2031 -2.4343 -0.1930 -0.0534 0.0648 -0.20
H 4.8732 1.9496 -2.8859 0.0190 -0.0358 -0.0558 0.16
H 3.2954 -0.0245 -2.7206 0.0222 0.0663 0.0209 0.13
H -0.1212 3.4041 -1.6909 0.0006 0.0638 0.0014 0.09
H 0.4953 5.8115 -1.7038 0.0398 -0.0182 0.0350 0.11
H 2.8145 6.5146 -2.1281 0.0054 -0.0441 0.0129 0.11
H 4.5925 4.8589 -2.5932 -0.0420 0.0013 -0.0349 0.11
N -5.3971 -4.4070 8.2121 0.1061 0.0666 -0.1006 0.17
C -4.7366 -3.8359 7.4643 -0.0729 -0.0787 0.1162 -0.17
C -3.9254 -3.1149 6.5211 0.0324 0.0817 -0.1044 -0.22
C -3.7129 -3.6384 5.2477 -0.0412 -0.0965 0.0448 -0.01
C -2.9583 -2.9359 4.3283 0.0125 0.0628 0.0224 -0.01
C -2.4113 -1.6982 4.6659 -0.0619 0.0599 0.0879 -0.22
C -2.6291 -1.1772 5.9457 0.0073 0.0002 -0.0483 0.00
C -3.3754 -1.8827 6.8691 -0.0385 -0.0116 0.0789 -0.01
C -1.6148 -0.9379 3.7476 0.0515 -0.1834 0.0282 0.04
C -0.8916 -0.2594 3.0594 -0.0593 0.0547 -0.1026 0.17
H -4.1412 -4.5982 4.9916 0.0018 0.0271 -0.0256 0.12
H -2.7952 -3.3412 3.3432 0.0381 -0.0461 -0.1292 0.11
H -2.2117 -0.2140 6.2052 0.0222 -0.0164 0.0041 0.13
H -3.5378 -1.4863 7.8624 -0.0144 0.0151 -0.0340 0.13



[3]
8
Properties=species:S:1:pos:R:3:forces:R:3:lowdin_charge:R:1 method="wB97M-V/def2-TZVPD" gap_ev=8.1 total_charge=-1 homo_ev=-4.12 energy_ev=-19537.324 e_lumo_ev=4.00
C -0.0599 0.0541 -1.7536 -2.0531 -0.0219 1.9458 -0.23
N 0.2065 -0.6538 -2.6036 0.4121 -0.7996 -2.0851 0.03
O 0.8078 1.4211 1.4987 -0.7385 0.4966 -0.1104 -0.55
O 0.5074 -1.0403 1.1958 -1.7635 0.5657 0.7384 -0.43
O 1.7307 0.4735 -0.6325 -0.3880 -0.0681 2.8157 -0.57
S 1.5734 0.3360 0.8801 1.6996 -0.4203 -0.9663 0.65
H -0.2534 -0.7777 1.8307 2.0055 -0.1592 -1.6116 0.05
H -0.6711 0.3389 -0.8938 0.8259 0.4067 -0.7265 0.06



[4]
5
Properties=species:S:1:pos:R:3:forces:R:3:lowdin_charge:R:1 method="wB97M-V/def2-TZVPD" gap_ev=11.2 homo_ev=-10.69 smiles="O=CO" energy_ev=-5163.628 e_lumo_ev=0.47
O 1.4512 -0.5564 -0.0036 -1.8145 -0.9555 -0.3423 0.06
C 0.3315 -0.1035 -0.0598 4.8659 2.8169 0.3903 -0.47
O -0.8510 -0.6491 -0.0349 -1.3506 1.5372 0.5181 0.11
H 0.3461 1.0672 -0.0556 -0.7294 -1.3625 -0.1611 0.15
H -1.2778 0.2419 0.1538 -0.9713 -2.0361 -0.4050 0.14



[5]
13
Properties=species:S:1:pos:R:3:forces:R:3:lowdin_charge:R:1 method="wB97M-V/def2-TZVPD" gap_ev=8.8 homo_ev=-7.88 smiles="NN1N=CCN1S" energy_ev=-18962.374 e_lumo_ev=0.89
N 0.0598 1.9888 -0.2332 0.8080 -1.2068 -1.8052 0.07
N 0.1263 0.7605 0.3269 -1.9237 0.8469 0.9411 -0.40
N 1.2784 0.3058 0.7402 2.8866 -1.8980 0.1188 0.05
C 1.4605 -0.9580 0.4451 -1.3971 1.5917 1.1455 -0.09
C 0.1631 -1.4294 -0.2008 0.8021 2.1013 -1.8573 -0.19
N -0.6976 -0.1930 -0.3153 1.6888 -1.4305 -0.2731 -0.50
S -2.2619 -0.2747 0.3446 -1.1821 1.5529 -1.7568 0.71
H 0.7847 2.0486 -0.9757 -0.8520 1.2336 1.0967 0.11
H -0.2520 2.6343 0.4386 0.4240 1.4971 0.1507 0.07
H 2.2533 -1.5697 0.9508 -0.8425 0.7927 -0.9164 0.11
H 0.2952 -1.8031 -1.1887 0.2578 -0.6520 -0.7455 0.09
H -0.3222 -2.0965 0.3693 -1.6963 -2.7792 2.0237 0.04
H -2.8875 0.5865 -0.7018 1.0267 -1.6498 1.8780 -0.07



[6]
26
Properties=species:S:1:pos:R:3:forces:R:3:lowdin_spin:R:1 method="wB97M-V/def2-TZVPD" gap_ev="10.1 / 10.1" total_charge=+2 homo_ev="-16.93 / -19.17" s2=2.006 energy_ev=-10946.502 e_lumo_ev="-6.83 / -9.03" multiplicity=3
C 0.3832 -2.3238 1.3903 0.9405 1.0600 -0.0466 0.57
C -0.6106 -4.4746 1.2164 -0.1471 -3.9427 1.6561 0.02
C -1.1712 2.8037 -0.3659 2.4169 3.6311 -0.3455 0.01
C 1.0602 3.0021 -1.2090 3.5430 -2.1112 1.5688 0.02
C -0.5017 1.2250 -2.0659 1.9528 0.2994 0.0627 0.05
C 0.4578 1.0272 0.1061 1.3951 -0.0112 0.8335 0.76
N 1.4070 -2.2587 2.1952 -1.6845 -0.7145 -0.4651 0.19
N -0.6023 -3.0881 1.1937 -1.3264 2.7297 -1.6752 0.14
N 0.0083 2.0238 -0.8655 -1.0204 -1.1016 1.2337 0.08
H -0.0870 -4.7770 0.3628 0.8546 -0.8813 -1.3198 0.00
H -1.6037 -4.8680 1.1288 -0.6781 0.1259 -0.0454 0.00
H -0.1828 -5.0281 2.0833 -0.0241 1.1165 -0.3090 0.00
H -1.4323 3.4602 -1.2212 0.1756 -0.0142 0.6743 0.00
H -1.9920 2.2293 -0.2469 -2.3962 -2.2116 0.9576 0.00
H -0.8929 3.4447 0.5395 -0.3935 -1.1125 -1.2871 0.00
H 1.8849 2.4024 -1.7352 -0.9212 1.0423 0.9290 0.00
H 0.6438 3.6191 -1.9030 -0.9753 2.0844 -1.7776 0.00
H 1.4725 3.5585 -0.2835 -0.8683 -1.0401 -1.5493 0.00
H -1.4371 0.8751 -1.7635 -1.5014 -0.6413 0.0827 0.00
H -0.5402 1.8975 -2.8948 -0.2866 0.3915 -0.6001 0.01
H 0.1656 0.3876 -2.3094 -0.0268 0.4044 0.2291 0.01
H -0.0879 0.7527 1.0218 -0.2410 0.5527 -0.8611 0.04
H 1.5496 0.8351 0.1160 -0.8893 0.1684 -0.3134 0.03
H 2.1109 -1.6323 1.9276 1.4009 0.9004 -0.1336 0.02
H 1.2167 -2.3671 3.1656 0.2701 -0.4417 1.1747 0.01
H -1.2187 -2.7263 0.4167 0.4308 -0.2830 1.3268 0.03



Please write out number 1 again, unchanged.
12
Properties=species:S:1:pos:R:3:forces:R:3:lowdin_charge:R:1 method="wB97M-V/def2-TZVPD" gap_ev=8.7 homo_ev=-9.84 energy_ev=-8335.412 e_lumo_ev=-1.16
O 0.8647 -0.9599 -2.5410 -0.2528 0.2423 -0.0612 0.03
C 0.3198 -0.0859 -1.9056 0.9419 -0.6993 0.0468 -0.26
C -0.0837 -0.3827 -0.4598 -3.4394 -0.3249 -1.4836 -0.23
C 0.2330 0.6024 0.6489 -3.1542 1.9199 -1.2987 -0.12
C -0.0511 -0.1398 1.9100 0.6861 -0.8218 0.0484 -0.31
O -0.9223 -0.9906 1.8910 0.9041 1.0315 1.2702 0.02
H 0.1705 0.8909 -2.4473 -0.3165 -0.2978 0.9601 0.13
H -1.2857 -0.5218 -0.5247 2.4999 0.7836 0.1487 0.17
H 0.0580 -1.4568 -0.2130 1.0540 0.7846 -0.1973 0.12
H -1.1886 1.8201 0.3716 2.9464 -2.1429 0.9096 0.23
H 1.0880 1.2817 0.5706 -0.2652 -0.4366 0.1327 0.08
H 0.7975 -0.0574 2.6992 -1.6042 -0.0387 -0.4757 0.14